DFT (the ωB97M-V functional and the def2-TZVPD basis) results for a structure of composition C13H20N7O4S5SbTc.

Each line ends with the Mulliken charge.
Cartesian coordinates (Å):
Tc1 0.623562 -1.754943 0.361855  1.10
N1 2.500071 -1.549245 1.305099  -0.25
C1 2.611438 -0.540756 2.375379  -0.28
C2 1.199803 -0.391828 2.807159  0.38
O1 0.830491 0.320043 3.686487  -0.56
N2 0.295714 -1.217238 2.111182  -0.10
C3 -1.086780 -1.235849 2.658967  -0.62
C4 -1.850709 -2.264650 1.908021  0.23
O2 -2.984076 -2.670810 2.169377  -0.66
O3 -1.125864 -2.738046 0.935899  -0.22
H1 2.669688 -2.478090 1.609822  0.40
H2 3.207978 -1.254778 0.563096  0.24
H3 3.023538 0.384753 1.902358  0.21
H4 3.274979 -0.884251 3.179472  0.35
H5 -1.501365 -0.238703 2.615657  0.23
H6 -1.025600 -1.447322 3.719195  0.59
S1 -0.818449 -5.071981 -2.647909  -0.21
Sb1 -0.884526 -4.994247 -0.133144  0.62
S2 1.247801 -3.901144 0.174290  -0.29
S3 -0.925388 -1.793546 -1.595428  -0.35
S4 -2.015121 -3.473994 -1.747112  -0.02
N3 1.778386 -1.731458 -3.404933  -0.38
C5 2.290750 -1.093402 -2.331940  0.48
O4 1.998561 -1.454939 -1.140710  -0.14
C6 3.214169 -0.063278 -2.482289  0.42
C7 3.576863 0.492022 -1.209022  0.06
N4 3.767327 0.959683 -0.184792  -0.57
C8 3.632284 0.501038 -3.699868  -0.33
N5 3.983654 1.079960 -4.646440  -0.48
H7 1.073726 -2.412197 -3.288064  0.12
H8 1.915383 -1.415681 -4.356169  0.23
C9 0.314251 3.942396 -0.500926  -1.06
C10 -0.073229 3.332349 0.868142  -0.62
N6 -1.203458 2.413397 0.841056  -0.06
C11 -1.131303 1.260292 0.235159  0.34
S5 0.396213 0.625243 -0.444306  0.10
N7 -2.255013 0.482216 0.105201  0.46
C12 -3.607600 1.026137 0.219446  -0.99
C13 -4.013297 1.809330 -0.986870  -0.93
H9 1.249066 4.481346 -0.386661  0.39
H10 -0.411924 4.669723 -0.817868  0.35
H11 0.455338 3.190945 -1.273130  0.34
H12 -0.339485 4.152128 1.540600  0.49
H13 0.754250 2.812839 1.366825  0.19
H14 -2.147504 2.782777 1.015622  0.33
H15 -2.129919 -0.321147 -0.476689  -0.37
H16 -3.666529 1.576523 1.189334  0.39
H17 -4.231543 0.183776 0.323400  0.52
H18 -3.467008 2.748258 -1.078703  0.26
H19 -5.095275 2.023208 -1.074204  0.40
H20 -3.894299 1.143148 -1.880933  0.26

Forces on the atoms, in the same order (eV/Å):
Tc -0.9 -0.4 -1.5
N 2.1 1.9 -1.6
C 0.2 -0.2 -0.9
C 0.2 0.4 0.9
O -0.5 0.6 0.6
N -1.3 0.4 0.5
C 1.3 0.4 0.6
C -2.7 -0.6 1.1
O 2.1 0.9 -0.5
O 0.7 -0.1 -0.7
H 0.7 -0.9 0.5
H -1.2 -0.9 0.9
H -0.4 -0.6 0.6
H -0.3 0.2 -0.1
H -0.3 0.2 -0.3
H -0.1 -0.3 0.3
S -0.6 0.8 1.1
Sb 0.0 0.0 -0.3
S 0.1 -1.1 -0.4
S 0.5 0.7 -0.5
S 0.4 -1.3 -0.6
N 0.3 0.4 -0.1
C 0.2 0.3 -1.7
O -0.4 -0.8 0.5
C 0.0 0.1 1.4
C -0.2 -0.2 -2.3
N 0.4 0.4 1.6
C 0.6 1.1 -1.1
N -0.5 -0.9 0.9
H -0.6 -0.6 0.3
H 0.3 0.2 0.4
C 0.1 -0.5 0.8
C 0.7 0.9 0.2
N -0.6 0.7 -0.4
C -1.0 -2.5 -0.8
S -0.6 0.4 0.9
N 1.4 1.9 0.6
C 0.6 0.5 1.3
C -0.8 -0.2 -1.6
H 0.2 0.0 0.1
H -0.5 0.2 -0.2
H 0.0 0.0 0.0
H -0.1 -0.2 0.0
H -0.1 0.1 -0.4
H 0.8 -0.2 0.0
H 0.0 -0.5 -0.4
H -0.2 -0.3 -0.7
H -0.9 -1.0 0.3
H 0.0 -0.1 -0.3
H 0.5 0.1 0.7
H 0.5 0.8 0.5

Output
Total charge ... +1
Relative energy (zero: lowest compared OMol25 entry of this formula, charge and spin) ... 0.0 kJ/mol
HOMO energy ... -10.8 eV
Electronic energy ... -95334.3685 eV
Molecular weight ... 718.443 g mol⁻¹
Maximum force ... 3.2 eV/A
Multiplicity ... 1

***

DFT (the ωB97M-V functional and the def2-TZVPD basis) results for a structure of composition C5H5AuF3O8S.

Each line ends with the Mulliken charge.
Cartesian coordinates (Å):
Au1 0.044841 0.880158 -1.698695  0.46
O1 0.474971 -4.080320 -0.006378  -0.49
C1 0.635817 -2.743803 -0.104191  0.60
O2 1.295226 -2.240672 -0.966647  -0.52
C2 -0.047491 -2.049765 1.068425  -0.44
O3 -0.526762 -0.745189 0.862102  -0.30
C3 -1.879326 -0.715409 0.410182  -0.69
C4 -2.111949 -1.120792 -1.071182  0.91
O4 -2.959242 -1.983288 -1.277066  -0.71
O5 -1.463484 -0.496793 -1.992405  -0.67
H1 0.905499 -4.497970 -0.762677  0.35
H2 0.711306 -1.977129 1.853081  0.31
H3 -0.848340 -2.710549 1.414582  0.33
H4 -2.212017 0.317673 0.523173  0.34
H5 -2.477001 -1.368434 1.051670  0.28
F1 0.179980 2.762558 1.504671  -0.22
C5 1.374994 2.929134 0.929196  0.62
F2 2.050743 1.775832 1.033092  -0.22
F3 2.040314 3.844573 1.652985  -0.26
S1 1.207748 3.502345 -0.856935  1.23
O6 1.566692 2.284631 -1.622253  -0.66
O7 2.203136 4.527398 -0.984810  -0.66
O8 -0.165660 3.905807 -0.959928  -0.60

Forces on the atoms, in the same order (eV/Å):
Au -0.5 -0.6 -0.2
O -0.3 -0.3 0.3
C 0.1 0.3 -0.3
O -0.1 0.2 0.0
C -0.2 0.2 0.2
O 0.2 -0.3 -0.3
C 0.2 0.0 -0.2
C -0.1 -0.1 0.4
O 0.2 0.1 -0.1
O 0.3 0.1 0.2
H 0.2 0.1 -0.1
H 0.0 -0.1 0.0
H 0.0 0.0 0.1
H 0.1 0.0 0.1
H -0.1 0.0 -0.1
F 0.0 -0.1 -0.1
C 0.1 0.0 0.1
F -0.1 0.1 -0.1
F -0.1 0.0 -0.1
S 0.1 0.9 0.7
O -0.1 -0.3 -0.2
O 0.1 -0.2 -0.1
O 0.0 -0.1 -0.1

Output
Total charge ... -1
Relative energy (zero: lowest compared OMol25 entry of this formula, charge and spin) ... 6.7 kJ/mol
HOMO energy ... -6.1 eV
Electronic energy ... -44328.6727 eV
Molecular weight ... 479.115 g mol⁻¹
Maximum force ... 1.1 eV/A
Multiplicity ... 1

***

DFT (the ωB97M-V functional and the def2-TZVPD basis) results for the molecule C4H5N3.

Each line ends with the Mulliken charge.
Cartesian coordinates (Å):
C1 0.330514 1.529713 -0.770299  -0.85
N1 -0.259165 0.228857 -0.549341  -0.34
C2 -0.079848 -0.535161 0.656468  0.45
C3 -1.393078 -1.113325 0.977640  0.02
N2 -2.465823 -1.513642 1.117060  -0.38
C4 0.914875 -1.627577 0.567645  0.07
N3 1.699787 -2.463023 0.428631  -0.38
H1 0.205289 2.167488 0.109944  0.31
H2 -0.240177 1.991385 -1.578913  0.31
H3 1.392980 1.548773 -1.050511  0.29
H4 -0.335236 -0.348696 -1.372900  0.24
H5 0.229882 0.135209 1.464576  0.26

Forces on the atoms, in the same order (eV/Å):
C 0.1 0.2 0.0
N 0.0 -0.1 -0.2
C 0.0 0.4 -0.2
C -1.2 -0.4 0.3
N 0.9 0.2 0.0
C 0.9 -0.7 -0.2
N -0.7 0.7 0.1
H 0.0 -0.2 0.0
H 0.1 0.1 0.1
H -0.1 -0.2 0.1
H 0.0 0.0 0.1
H -0.1 -0.1 0.0

Output
Relative energy (zero: lowest compared OMol25 entry of this formula, charge and spin) ... 201.9 kJ/mol
HOMO energy ... -10.0 eV
Electronic energy ... -8697.7194 eV
Molecular weight ... 95.105 g mol⁻¹
Maximum force ... 1.3 eV/A
SMILES string ... CNC(C#N)C#N
Multiplicity ... 1

***

DFT (the ωB97M-V functional and the def2-TZVPD basis) results for a structure of composition C16H24F6NO7PS3Ti.

Each line ends with the Mulliken charge.
Cartesian coordinates (Å):
Ti1 -0.787425 -0.302340 0.491564  0.26
C1 -1.493347 1.919710 -1.224440  1.05
C2 -1.163417 2.238099 0.119453  1.37
C3 -2.098472 1.593766 0.971707  0.21
C4 -2.963901 0.819560 0.155281  0.84
C5 -2.600643 1.061647 -1.211591  0.84
C6 -3.422719 0.655304 -2.393571  -1.68
C7 -4.236144 0.188598 0.638257  -2.00
C8 -2.293939 1.890573 2.428692  -1.86
C9 -0.168723 3.264544 0.550973  -1.78
C10 -0.904072 2.577133 -2.441870  -1.72
H1 -3.386101 -0.420406 -2.588863  0.10
H2 -3.096212 1.167606 -3.297734  0.34
H3 -4.472240 0.910152 -2.225410  0.41
H4 -4.068230 -0.365431 1.564095  0.33
H5 -4.640807 -0.508100 -0.096867  0.44
H6 -4.992145 0.954406 0.837811  0.34
H7 -2.673462 1.024623 2.969734  0.23
H8 -3.002315 2.718095 2.546795  0.39
H9 -1.358348 2.182135 2.906744  0.40
H10 0.495745 2.885500 1.328178  0.09
H11 -0.694740 4.134935 0.957981  0.37
H12 0.447822 3.589778 -0.285240  0.41
H13 0.113057 2.258544 -2.662880  0.09
H14 -0.869255 3.659714 -2.300093  0.43
H15 -1.514082 2.382729 -3.324087  0.33
F1 2.424872 -1.739298 2.496397  -0.22
C11 2.675267 -0.513053 2.957613  0.72
F2 3.256995 -0.634010 4.159553  -0.26
F3 3.556431 0.075309 2.139309  -0.23
S1 1.122703 0.482195 3.094436  0.81
O1 0.753807 0.565267 1.659191  -0.19
O2 1.593176 1.727975 3.631463  -0.74
N1 0.132979 -0.248004 3.975308  -0.45
S2 -0.785357 -1.585426 3.463615  0.46
O3 -1.846198 -1.648450 4.466617  -0.64
O4 -1.462672 -1.047405 2.149435  -0.31
C12 0.191090 -4.402676 0.551296  -0.18
F4 0.372686 -1.821405 0.416235  0.09
F5 -0.026122 -4.399840 -0.749350  -0.10
F6 -0.968372 -4.157854 1.069142  -0.02
S3 -2.932778 -2.555058 -1.303389  -0.21
C13 -1.987751 -1.569931 -0.605348  0.63
C14 3.267968 1.935421 -1.789856  -0.87
O5 1.982762 1.650708 -1.246568  -0.13
P1 1.334725 0.179338 -1.293098  0.29
O6 2.677288 -0.630214 -0.918751  -0.09
C15 2.799642 -2.035305 -1.127123  -0.56
O7 1.273249 -0.163657 -2.899708  -0.39
C16 0.026925 -0.489648 -3.499440  -0.41
H16 3.374808 3.018527 -1.789512  0.24
H17 3.352679 1.560498 -2.811861  0.32
H18 4.047990 1.488530 -1.175327  0.25
H19 3.120444 -2.226537 -2.153786  0.27
H20 1.863144 -2.548527 -0.922612  0.07
H21 3.556720 -2.390544 -0.431840  0.21
H22 -0.141048 0.174148 -4.348103  0.24
H23 -0.796722 -0.384982 -2.790611  -0.08
H24 0.052919 -1.523337 -3.849338  0.28

Forces on the atoms, in the same order (eV/Å):
Ti -0.1 0.2 -1.0
C 0.2 0.1 0.0
C -0.1 -0.1 0.1
C -0.1 0.1 0.0
C -0.1 0.2 0.3
C -0.1 -0.3 0.1
C 0.0 0.0 0.0
C 0.1 -0.1 0.0
C 0.1 -0.1 0.0
C 0.0 0.1 0.1
C 0.0 -0.1 0.1
H 0.0 0.1 -0.1
H 0.0 0.0 0.0
H 0.0 0.0 0.0
H 0.0 0.0 0.0
H 0.0 0.0 0.0
H 0.0 0.0 0.0
H 0.0 0.0 0.0
H 0.0 0.0 0.0
H 0.0 0.0 0.0
H 0.0 0.0 0.0
H 0.1 0.0 0.0
H 0.0 0.0 0.0
H 0.1 0.0 0.0
H 0.0 0.0 0.0
H 0.0 0.0 0.0
F 0.0 0.0 0.0
C 0.0 0.0 0.1
F 0.0 0.0 0.0
F 0.0 0.0 -0.1
S -0.1 0.0 0.0
O 0.1 0.0 -0.1
O 0.0 0.0 0.0
N 0.0 0.1 0.0
S -0.2 -0.2 -0.1
O 0.0 0.0 0.0
O -0.1 0.2 0.2
C 0.0 0.1 0.0
F 0.0 0.0 0.0
F 0.0 0.0 0.0
F 0.0 -0.1 0.1
S 0.0 -0.3 -0.1
C 0.1 0.1 0.1
C 0.1 0.0 0.0
O -0.2 -0.1 0.0
P 0.3 -0.2 0.1
O -0.1 0.1 0.0
C 0.0 -0.1 -0.1
O 0.1 0.0 0.2
C -0.1 -0.1 -0.1
H 0.0 0.0 0.0
H 0.0 0.0 0.0
H 0.0 0.0 0.0
H 0.0 0.0 0.0
H 0.0 0.0 0.0
H 0.0 0.0 0.0
H 0.0 0.0 0.0
H 0.0 0.0 0.0
H 0.0 0.0 0.0

Output
Total charge ... -1
Relative energy (zero: lowest compared OMol25 entry of this formula, charge and spin) ... 61.1 kJ/mol
HOMO energy (spin up / spin down) ... -4.6 / -5.1 eV
Electronic energy ... -114021.1979 eV
Molecular weight ... 631.398 g mol⁻¹
Maximum force ... 1.0 eV/A
Multiplicity ... 2